1.
Density functional theory data (ωB97M-V with the def2-TZVPD basis set) for a molecular structure, C40H47FNO9P2S2TeTl.

The LUMO energy comes out at 0.120 Eh. The value obtained for the frontier orbital gap is 3.59 eV. The highest occupied orbital energy comes out at -0.3 eV. As for the charge: -2.

Last column: Löwdin charge in e.
Positions of all 104 atoms, in Å:
Tl -0.9880 -2.2616 0.7366  0.8537
O -3.6172 -3.5171 -2.8047  -0.1711
P -2.3222 -2.6573 -3.1952  0.1563
O -2.6750 -1.6740 -4.2687  -0.3452
O -1.7034 -2.0752 -1.9441  -0.4940
O -1.3291 -3.7490 -3.8468  -0.2885
P -1.0361 -5.2855 -3.3281  0.1812
O -1.4005 -6.1191 -4.6856  -0.1659
O 0.4246 -5.4100 -3.1003  -0.3243
O -2.0814 -5.6206 -2.3166  -0.3190
H -3.2761 -4.4048 -2.5002  0.0274
H -0.5852 -6.1858 -5.1930  0.0462
O 0.4246 0.8899 -2.0439  -0.6163
S -0.1540 0.1001 -3.1827  0.9728
C 1.1706 -1.0404 -3.6658  -0.2787
C 1.3766 -2.1526 -2.6365  -0.2362
C 2.8518 -2.5226 -2.4752  -0.2294
C 3.5921 -1.5947 -1.5047  -0.3269
S 3.6455 -2.3950 0.1194  0.9527
O 2.2389 -2.5789 0.5631  -0.5812
C 4.3022 -1.0146 1.0658  -0.3707
C 5.5248 -0.4230 0.7698  -0.0968
C 5.9917 0.6028 1.5761  -0.1005
C 5.2481 1.0215 2.6761  -0.1078
C 4.0393 0.4111 2.9728  -0.0593
C 3.5668 -0.6194 2.1686  -0.0721
C -0.0566 1.1282 -4.6461  -0.3668
C -0.7728 0.7200 -5.7663  -0.0756
C -0.7610 1.5206 -6.8985  -0.0889
C -0.0600 2.7225 -6.8983  -0.1083
C 0.6241 3.1304 -5.7612  -0.0911
C 0.6241 2.3337 -4.6227  -0.0710
H 2.0449 -0.3870 -3.7658  0.0997
H 0.9090 -1.4434 -4.6462  0.1047
H 0.8204 -3.0379 -2.9371  0.0773
H 0.9790 -1.8578 -1.6640  0.0698
H 3.3526 -2.5131 -3.4481  0.1104
H 2.8998 -3.5560 -2.1212  0.1057
H 3.0845 -0.6317 -1.3892  0.0716
H 4.6329 -1.4148 -1.7823  0.0807
H 6.1076 -0.7525 -0.0824  0.0999
H 6.9366 1.0800 1.3454  0.0961
H 5.6159 1.8263 3.3014  0.1008
H 3.4508 0.7190 3.8284  0.1134
H 2.6345 -1.1195 2.3970  0.0719
H -1.3526 -0.1981 -5.7231  0.0985
H -1.3129 1.2137 -7.7784  0.0985
H -0.0606 3.3483 -7.7829  0.0912
H 1.1561 4.0743 -5.7560  0.0971
H 1.1330 2.6341 -3.7139  0.0623
C 3.2826 3.5475 0.9740  -0.4602
Te 2.4446 2.6362 -0.7852  1.2428
C 1.1754 1.6354 0.6135  -0.4045
C 1.2051 2.4696 1.8634  -0.2678
C 0.2219 2.3208 2.8381  -0.0227
C 0.2293 3.1280 3.9656  -0.0865
C 1.2300 4.0757 4.1367  -0.1012
C 2.2233 4.2123 3.1770  -0.0662
C 2.2185 3.4158 2.0360  -0.3054
H 3.5364 4.5902 0.7861  0.0395
H 4.1880 3.0095 1.2547  0.0194
H 1.5585 0.6302 0.7838  0.0508
H 0.1821 1.5520 0.1856  0.0330
H -0.5454 1.5636 2.7154  0.0981
H -0.5479 3.0049 4.7097  0.0970
H 1.2376 4.7078 5.0171  0.0903
H 3.0080 4.9504 3.3081  0.1011
C -4.5383 -0.6001 -1.1375  0.0230
N -3.8720 0.6784 -1.5180  -0.1600
C -3.8170 0.8396 -2.9950  -0.0062
C -2.4955 0.8270 -0.8862  -0.1300
C -2.6349 0.8917 0.6050  -0.3159
C -3.0835 2.0963 1.1597  -0.0851
C -3.3356 2.1820 2.5202  -0.1201
C -3.1206 1.0594 3.3136  -0.1040
C -2.6444 -0.1175 2.7429  -0.1501
C -2.3881 -0.2570 1.3700  -0.2484
H -5.5626 -0.5717 -1.5064  0.1022
H -4.5099 -0.6931 -0.0555  0.0957
H -3.9951 -1.4252 -1.5882  0.0671
H -4.4274 1.4363 -1.1232  0.1605
H -3.3096 -0.0282 -3.4378  0.0560
H -3.2804 1.7601 -3.2212  0.0971
H -4.8368 0.8977 -3.3755  0.0977
H -2.0866 1.7472 -1.3090  0.1228
H -1.9234 -0.0326 -1.2314  0.0598
H -3.2040 2.9791 0.5312  0.1008
H -3.6652 3.1165 2.9604  0.0889
H -3.2832 1.1034 4.3848  0.0932
H -2.4445 -0.9470 3.4155  0.0748
F -3.2080 -1.2486 8.0721  -0.0427
C -2.2797 -1.2532 7.0427  -0.3300
C -1.6033 -0.0906 6.7213  -0.0812
C -0.6724 -0.0922 5.6996  -0.0892
C -0.3664 -1.2621 4.9269  -0.3924
C 0.5286 -1.2577 3.8623  -0.0968
C -1.0829 -2.4373 5.3381  -0.0891
C -2.0144 -2.4269 6.3588  -0.0747
H -1.8067 0.8179 7.2796  0.0979
H -0.1439 0.8258 5.4699  0.0755
H 1.0384 -0.3464 3.5780  0.0000
H 0.8022 -2.1841 3.3701  -0.0024
H -0.8962 -3.3660 4.8086  0.0955
H -2.5440 -3.3343 6.6292  0.0978

***

2.
Density functional theory data (ωB97M-V with the def2-TZVPD basis set) for a molecular structure, C40H47N3O5SV.

The LUMO energy comes out at -0.376 Eh. The value obtained for the frontier orbital gap is 5.89 eV. The highest occupied orbital energy comes out at -16.1 eV. As for the charge: +3.

Last column: Löwdin charge in e.
Positions of all 97 atoms, in Å:
V -0.9682 -0.6413 0.4699  1.0957
C 4.5778 2.2897 -1.0131  0.0420
C 3.7603 1.1083 -1.4631  -0.5074
C 4.4163 0.2909 -2.5456  0.0334
O 3.4790 0.2525 -0.3304  0.0145
C 2.1213 0.0272 -0.1812  -0.1822
C 1.4525 1.1127 -1.0638  -0.1823
O 2.4665 1.5649 -1.9002  0.0166
C 0.2501 0.6884 -1.9558  -0.2085
O -0.7792 0.2290 -0.9035  -0.1706
C 0.5310 -0.4990 -2.8525  -0.1672
C -0.1403 -1.7135 -2.7524  -0.0691
C 0.1411 -2.7628 -3.6220  -0.0653
C 1.0966 -2.6029 -4.6114  -0.0389
C 1.7431 -1.3802 -4.7414  -0.0217
C 1.4579 -0.3321 -3.8806  -0.0111
C -0.3991 1.8376 -2.6690  -0.1577
C -1.2372 1.5702 -3.7556  -0.0119
C -1.8688 2.6030 -4.4277  -0.0419
C -1.6640 3.9180 -4.0280  -0.0371
C -0.8376 4.1936 -2.9473  -0.0364
C -0.2119 3.1614 -2.2646  0.0015
C 1.7966 0.0919 1.3505  -0.2191
O 0.3399 -0.3554 1.3815  -0.1452
C 2.4968 -0.9439 2.1823  -0.1691
C 2.3197 -0.9138 3.5664  -0.0131
C 2.9056 -1.8785 4.3674  -0.0370
C 3.6813 -2.8798 3.7921  -0.0407
C 3.8641 -2.9149 2.4176  -0.0457
C 3.2672 -1.9554 1.6088  -0.0187
C 1.8672 1.4853 1.9177  -0.1753
C 3.1195 1.9503 2.3097  -0.0083
C 3.2571 3.2423 2.7951  -0.0281
C 2.1520 4.0737 2.9087  -0.0391
C 0.8987 3.6091 2.5358  -0.0469
C 0.7589 2.3193 2.0416  -0.0419
H 5.5257 1.9521 -0.5948  0.1097
H 4.0355 2.8648 -0.2654  0.0876
H 4.7881 2.9317 -1.8679  0.1102
H 5.4269 0.0254 -2.2385  0.1086
H 4.4811 0.8732 -3.4647  0.1107
H 3.8539 -0.6218 -2.7386  0.0846
H 1.8261 -0.9808 -0.5285  0.1553
H 1.0869 1.9141 -0.4164  0.1347
H -0.9626 -1.8361 -2.0595  0.0658
H -0.4117 -3.6910 -3.5495  0.1075
H 1.3128 -3.4097 -5.2983  0.1228
H 2.4658 -1.2350 -5.5332  0.1282
H 1.9446 0.6226 -4.0163  0.1321
H -1.3815 0.5527 -4.0972  0.1242
H -2.5012 2.3846 -5.2774  0.1191
H -2.1373 4.7275 -4.5672  0.1224
H -0.6668 5.2167 -2.6418  0.1206
H 0.4400 3.4177 -1.4412  0.1180
H 1.7455 -0.1149 4.0221  0.1299
H 2.7783 -1.8408 5.4406  0.1204
H 4.1590 -3.6202 4.4197  0.1219
H 4.4907 -3.6769 1.9736  0.1191
H 3.4590 -1.9757 0.5451  0.1156
H 3.9843 1.3037 2.2416  0.1382
H 4.2342 3.5967 3.0947  0.1253
H 2.2658 5.0768 3.2963  0.1222
H 0.0327 4.2498 2.6346  0.1151
H -0.2302 1.9817 1.7501  0.0927
C 0.6493 -4.2676 0.3014  -0.1879
S -0.9747 -3.8647 -0.2773  1.0566
C -1.9913 -4.9212 0.7112  -0.1934
O -1.2391 -2.4485 0.3942  -0.5842
H 0.7194 -4.0419 1.3654  0.0853
H 1.3614 -3.6899 -0.2857  0.0666
H 0.7911 -5.3338 0.1119  0.0945
H -1.7764 -5.9395 0.3796  0.0934
H -3.0291 -4.6794 0.4921  0.0795
H -1.7478 -4.7906 1.7643  0.0866
C -6.1213 -0.1548 -0.1596  -0.1320
C -5.0331 0.4427 -1.0213  -0.1201
N -3.7428 0.2736 -0.3236  0.1101
C -3.6355 0.1979 1.0098  -0.2892
N -2.3544 -0.0073 1.5202  -0.0421
C -2.1521 0.0715 3.0036  -0.1460
C -3.3636 -0.4984 3.7079  -0.1283
C -4.5897 0.2604 3.2681  -0.0927
N -4.6856 0.2726 1.7939  0.0153
C -6.0436 0.4599 1.2213  -0.0842
H -5.9995 -1.2381 -0.0930  0.1316
H -7.0998 0.0409 -0.5941  0.1413
H -5.2061 1.5070 -1.1906  0.1410
H -4.9539 -0.0483 -1.9886  0.1362
H -2.9235 0.5698 -0.8392  0.1229
H -1.9848 1.1168 3.2716  0.1380
H -1.2574 -0.4877 3.2630  0.1183
H -3.2356 -0.4002 4.7854  0.1438
H -3.4721 -1.5608 3.4787  0.1325
H -4.5561 1.2955 3.6149  0.1505
H -5.5064 -0.1869 3.6446  0.1393
H -6.2656 1.5286 1.1994  0.1504
H -6.7379 -0.0122 1.9123  0.1376

***

3.
Density functional theory data (ωB97M-V with the def2-TZVPD basis set) for a molecular structure, C40H47N4NiO6PS2.

The LUMO energy (spin up / spin down) comes out at 0.162 / 0.162 Eh. Its spin multiplicity is 3. The value obtained for the frontier orbital gap (spin up / spin down) is 5.86 / 5.85 eV. The highest occupied orbital energy (spin up / spin down) comes out at -1.5 / -1.5 eV. As for the charge: -2.

Last column: Mulliken spin population.
Positions of all 101 atoms, in Å:
Ni 0.6062 0.6549 0.1604  1.7016
C 4.7766 1.4104 0.9657  0.0047
C 3.3614 0.9969 0.9932  0.0204
N 2.6289 0.8782 -0.0259  0.0432
N 3.1192 1.0210 -1.2811  -0.0056
C 2.0996 0.7713 -2.1375  0.0127
O 0.9106 0.4492 -1.8366  0.0455
C 2.5541 0.8438 -3.5783  0.0000
C 3.7904 0.3399 -4.0198  0.0016
C 4.1476 0.5285 -5.3494  0.0003
C 3.2706 1.1764 -6.2088  0.0004
C 2.0230 1.6363 -5.7971  -0.0005
C 1.6504 1.4839 -4.4710  0.0017
C 2.6379 0.8871 2.2597  0.0090
C 3.2141 1.0519 3.4867  -0.0146
C 2.3811 0.9549 4.5913  0.0021
C 1.0407 0.6378 4.4683  -0.0071
C 0.5507 0.4478 3.1912  0.0136
N 1.3104 0.6027 2.1170  0.0405
H 5.0410 1.6975 -0.0360  0.0005
H 5.4568 0.6258 1.2643  -0.0004
H 4.9504 2.2581 1.6211  0.0005
H 4.5099 -0.1138 -3.3430  0.0007
H 5.1041 0.1272 -5.6902  0.0000
H 3.5469 1.3781 -7.2369  0.0001
H 1.3424 2.1977 -6.4563  0.0000
H 0.7351 1.8858 -4.0472  0.0003
H 4.2439 1.3038 3.6225  0.0010
H 2.7643 1.1130 5.5891  0.0002
H 0.4067 0.5931 5.3588  0.0006
H -0.4896 0.2154 2.9676  0.0027
C -4.2640 -1.3123 3.0590  0.0008
C -4.5125 0.0932 2.5705  -0.0004
C -3.7018 1.0974 3.3306  0.0005
O -4.4626 0.1790 1.1508  0.0025
P -3.2494 0.8097 0.2317  0.0161
S -3.3549 2.7140 0.3205  0.0009
S -1.6056 -0.2550 0.6429  0.0335
O -3.8036 0.3636 -1.2262  0.0004
C -4.5364 -0.8440 -1.5573  -0.0036
C -6.0239 -0.6007 -1.3858  -0.0001
C -4.0545 -2.1395 -0.9072  0.0090
H -4.6135 -1.3424 4.1007  0.0001
H -3.2329 -1.6309 2.9566  0.0001
H -4.8637 -2.0666 2.5323  -0.0003
H -5.5597 0.3077 2.7729  -0.0003
H -2.6389 1.0306 3.0832  0.0008
H -3.7972 0.8972 4.3769  0.0001
H -4.0473 2.1113 3.1372  -0.0001
H -4.3642 -0.8925 -2.6549  0.0001
H -6.2795 -0.5184 -0.3257  -0.0002
H -6.5629 -1.4035 -1.8472  0.0000
H -6.3531 0.2932 -1.8944  0.0000
H -4.3240 -2.0784 0.1349  -0.0032
H -2.9795 -2.2420 -0.9746  -0.0017
H -4.5298 -3.0414 -1.3528  0.0002
O -0.3998 2.9990 -2.1535  -0.0013
C -0.0905 3.4254 -1.0753  -0.0001
N 0.2864 2.7418 0.0813  0.0519
C 0.6247 3.6405 1.0359  0.0018
O 0.9516 3.4273 2.1788  -0.0022
C 0.5156 5.0384 0.4804  0.0082
C 0.8523 6.2476 1.0095  -0.0003
C 0.6508 7.3635 0.1933  0.0000
C 0.0999 7.2470 -1.0676  -0.0001
C -0.2416 6.0133 -1.6022  -0.0014
C 0.0179 4.9123 -0.8008  0.0026
H 1.2178 6.3593 2.0312  0.0000
H 0.9409 8.3556 0.5128  -0.0001
H -0.0814 8.1443 -1.6059  -0.0002
H -0.6682 5.9321 -2.5656  0.0001
C 2.0036 -2.7452 2.8048  0.0011
C 0.7382 -3.5870 2.5702  0.0003
C -0.4764 -2.7247 2.9673  -0.0041
C 0.5911 -4.0917 1.2105  -0.0003
C 0.3222 -5.4372 1.0429  -0.0011
C 0.0592 -6.0310 -0.1675  0.0002
C 0.2236 -5.2237 -1.2706  -0.0015
C 0.5650 -3.8705 -1.1905  -0.0029
C 0.6941 -3.1061 -2.4727  0.0002
C -0.3962 -2.0493 -2.6071  -0.0029
C 2.1079 -2.5496 -2.6178  0.0009
C 0.6428 -3.2102 0.0771  -0.0012
O 0.8243 -1.9350 0.2144  0.0228
H 1.9563 -2.2997 3.7885  0.0000
H 2.0608 -1.9752 2.0131  -0.0024
H 2.9155 -3.3470 2.7895  0.0000
H 0.7349 -4.4959 3.2115  0.0001
H -0.6156 -1.9557 2.1997  0.0017
H -0.3386 -2.2737 3.9428  -0.0002
H -1.4128 -3.2973 3.0156  0.0001
H 0.3177 -6.0780 1.9211  0.0000
H -0.1620 -7.0694 -0.2428  0.0000
H 0.0739 -5.6624 -2.2483  0.0000
H 0.5312 -3.8664 -3.2441  0.0001
H -0.4461 -1.4440 -1.6996  0.0003
H -1.3517 -2.5549 -2.6903  0.0002
H -0.2422 -1.3351 -3.4466  -0.0001
H 2.3417 -1.9074 -1.7649  -0.0012
H 2.2147 -1.9594 -3.5378  0.0000
H 2.8765 -3.3483 -2.6377  0.0001

***

Q: Which energy relative to the best compared isomer or geometry (same formula, charge and spin) values were calculated for the entries above? A: 43.05 35.71 69.38, in kJ/mol.
Q: Which DFT total energy values were calculated for the entries above? A: -117118.836 -93449.876 -132497.435, in eV.
Q: Which F_max values were calculated for the entries above? A: 0.005 0.026 0.035, in Eh/bohr.